No. 1
Here is a molecular structure, C38H46CoN11OPS from the OMol25 dataset. Energies are from ωB97M-V/def2-TZVPD.

Kohn-Sham gap (alpha / beta) in eV: 6.779 / 6.713
Spin multiplicity: 4
Energy above the lowest of the compared OMol25 structures with the same formula, charge and spin in kcal/mol: 92.4
Expectation value of S²: 3.756
Total charge: +2
Highest occupied orbital energy (alpha / beta) in eV: -11.68 / -11.68
Strongest force on any atom in hartree/bohr: 0.01250

Geometry (Å):
Co: 0.20 -0.85 0.90
C: 1.45 2.00 -2.02
C: 2.83 2.14 -1.99
C: 3.55 1.41 -1.08
C: 2.88 0.56 -0.17
N: 1.55 0.39 -0.22
C: 0.87 1.12 -1.14
C: 3.68 -0.06 0.85
C: 4.77 0.47 1.50
C: 5.14 -0.01 2.76
C: 4.13 -0.62 3.54
C: 3.03 -1.17 2.93
N: 3.36 -1.36 1.49
C: 1.76 -1.46 3.58
C: 1.80 -1.93 4.90
C: 0.64 -2.08 5.61
C: -0.57 -1.78 4.99
C: -0.54 -1.36 3.68
N: 0.59 -1.19 2.97
H: 0.83 2.54 -2.72
H: 3.34 2.79 -2.69
H: 4.62 1.47 -1.05
H: -0.19 0.98 -1.15
H: 5.26 1.35 1.10
H: 6.02 0.39 3.25
H: 4.16 -0.52 4.61
H: 2.75 -2.17 5.34
H: 0.66 -2.44 6.63
H: -1.52 -1.89 5.50
H: -1.45 -1.15 3.15
N: -0.32 -4.12 0.24
C: -1.49 -3.44 0.52
C: -2.66 -4.22 0.52
C: -3.87 -3.62 0.73
C: -3.90 -2.24 0.95
C: -2.71 -1.56 0.94
N: -1.51 -2.13 0.75
C: 1.01 -3.79 0.20
C: 1.87 -4.77 -0.34
C: 3.22 -4.53 -0.37
C: 3.70 -3.35 0.20
C: 2.79 -2.48 0.73
N: 1.46 -2.63 0.69
H: -0.49 -5.08 -0.04
H: -2.59 -5.29 0.34
H: -4.78 -4.20 0.73
H: -4.83 -1.71 1.11
H: -2.69 -0.49 1.11
H: 1.46 -5.70 -0.71
H: 3.90 -5.26 -0.78
H: 4.76 -3.14 0.25
H: 4.33 -1.69 1.62
C: -3.05 0.95 -1.06
N: -3.12 1.72 0.18
C: -4.32 2.53 0.29
P: -1.75 2.09 1.02
O: -0.91 0.86 1.23
N: -2.17 2.74 2.47
C: -2.41 4.17 2.66
C: -2.76 1.91 3.51
N: -0.87 3.21 0.18
C: -1.43 4.12 -0.80
C: 0.40 3.65 0.77
H: -2.95 1.59 -1.94
H: -3.97 0.37 -1.17
H: -2.22 0.25 -1.04
H: -4.34 3.36 -0.42
H: -4.42 2.93 1.30
H: -5.19 1.90 0.10
H: -2.13 4.74 1.78
H: -1.82 4.53 3.51
H: -3.47 4.36 2.87
H: -2.47 0.88 3.36
H: -3.85 1.98 3.50
H: -2.40 2.23 4.48
H: -2.22 3.64 -1.37
H: -0.64 4.40 -1.50
H: -1.83 5.04 -0.36
H: 0.81 2.86 1.39
H: 0.28 4.55 1.37
H: 1.11 3.86 -0.04
N: 1.77 -2.72 -3.33
C: 0.79 -1.79 -3.48
S: -0.38 -1.62 -2.29
N: 0.91 -1.04 -4.59
C: 0.14 0.01 -5.15
C: 0.59 0.47 -6.39
C: -0.06 1.50 -7.04
C: -1.17 2.09 -6.47
C: -1.62 1.63 -5.24
C: -0.97 0.60 -4.57
H: 1.59 -3.44 -2.65
H: 2.35 -2.99 -4.11
H: 1.68 -1.29 -5.19
H: 1.46 0.00 -6.85
H: 0.30 1.83 -8.01
H: -1.69 2.89 -6.98
H: -2.50 2.08 -4.79
H: -1.34 0.25 -3.62

Here are the Mulliken charges for atoms 1 to 6, given in e: Co 1.632; C -1.509; C -1.064; C -1.129; C 1.028; N 1.146

No. 2
Here is a molecular structure, C3H4O2 in a non-equilibrium geometry from the OMol25 dataset. Energies are from ωB97M-V/def2-TZVPD.

Kohn-Sham gap in eV: 10.357
Spin multiplicity: 1
Energy above the lowest of the compared OMol25 structures with the same formula, charge and spin in kcal/mol: 82.5
Highest occupied orbital energy in eV: -9.39
Strongest force on any atom in hartree/bohr: 0.10765

Geometry (Å):
C: -0.93 -0.23 0.20
C: -0.54 0.94 0.70
C: 0.56 -0.46 -0.10
O: 0.85 0.83 0.58
O: 0.98 -0.58 -1.36
H: -1.73 -0.98 0.03
H: -0.88 1.94 1.21
H: 1.11 -1.63 0.51
H: 0.58 0.17 -1.78

Here are the Mulliken charges for atoms 1 to 6, given in e: C -0.494; C -0.068; C 0.179; O -0.363; O -0.432; H 0.298

No. 3
Here is a molecular structure, C20H41B2Cl2I2NO5PS in a non-equilibrium geometry from the OMol25 dataset. Energies are from ωB97M-V/def2-TZVPD.

Kohn-Sham gap in eV: 7.509
Spin multiplicity: 1
Energy above the lowest of the compared OMol25 structures with the same formula, charge and spin in kcal/mol: 67.6
Total charge: -1
Highest occupied orbital energy in eV: -5.27
Strongest force on any atom in hartree/bohr: 0.06899

Geometry (Å):
C: 3.24 3.05 -2.12
C: 2.06 3.96 -1.57
C: 1.33 3.38 -0.29
C: 1.62 4.18 1.06
C: 0.27 4.20 1.89
C: 0.47 4.08 3.47
C: -0.60 3.10 4.10
C: 0.02 1.78 4.71
C: 0.92 0.98 3.67
C: 0.22 -0.34 3.09
C: 1.28 -1.51 3.23
C: 0.72 -2.92 2.77
C: -0.13 -2.89 1.43
B: 0.66 -2.37 0.08
C: 2.29 -2.54 -0.03
I: 3.01 -4.60 -0.27
C: 3.24 -1.54 0.04
C: 2.80 -0.03 0.20
I: 5.38 -1.96 -0.10
O: 0.18 -3.35 -0.95
C: 0.14 -2.60 -2.17
B: -0.48 -3.30 -3.47
N: -0.95 -2.43 -4.58
O: -0.63 -4.72 -3.64
C: -0.75 -1.35 -1.60
S: -2.51 -1.86 -1.16
P: -0.57 0.33 -2.43
O: -1.79 0.55 -3.61
O: -1.02 1.45 -1.19
O: 0.00 -1.14 -0.39
H: 2.85 2.00 -2.19
H: 4.15 3.12 -1.46
H: 3.58 3.42 -3.13
H: 2.47 5.00 -1.43
H: 1.29 4.03 -2.39
H: 0.22 3.50 -0.48
H: 1.53 2.28 -0.15
H: 2.47 3.71 1.63
H: 1.96 5.21 0.75
H: -0.26 5.18 1.69
H: -0.34 3.31 1.56
H: 0.31 5.10 3.92
H: 1.52 3.75 3.74
H: -1.42 2.83 3.36
H: -1.12 3.66 4.95
H: -0.77 1.13 5.19
H: 0.69 2.10 5.56
H: 1.24 1.59 2.79
H: 1.86 0.67 4.23
H: -0.06 -0.13 2.02
H: -0.75 -0.56 3.64
H: 1.50 -1.58 4.34
H: 2.23 -1.30 2.66
H: 1.53 -3.71 2.74
H: 0.02 -3.26 3.59
H: -0.54 -3.94 1.29
H: -1.05 -2.23 1.54
H: 2.18 0.22 -0.72
H: 3.74 0.59 0.10
H: 2.23 0.20 1.13
H: 1.11 -2.05 -2.44
H: -0.71 -2.85 -5.48
H: -0.47 -1.52 -4.57
H: 0.10 -4.99 -4.22
H: -2.46 -3.22 -0.95
H: -2.39 -0.22 -3.52
H: -1.96 1.68 -1.31
Cl: -3.95 -2.09 -4.07
C: -5.66 -2.59 -4.23
C: -6.28 -2.90 -2.89
Cl: -5.61 -4.38 -2.16
H: -5.70 -3.44 -4.90
H: -6.19 -1.76 -4.70
H: -7.36 -3.07 -3.01
H: -6.15 -2.08 -2.18

Here are the Mulliken charges for atoms 1 to 6, given in e: C -0.904; C -0.686; C 0.461; C -0.694; C -0.528; C -0.787

No. 4
Here is a molecular structure, H16KrO8 from the OMol25 dataset. Energies are from ωB97M-V/def2-TZVPD.

Kohn-Sham gap in eV: 9.864
Spin multiplicity: 1
Energy above the lowest of the compared OMol25 structures with the same formula, charge and spin in kcal/mol: 8.9
Highest occupied orbital energy in eV: -9.84
Strongest force on any atom in hartree/bohr: 0.01889

Geometry (Å):
Kr: -0.03 -0.19 1.23
O: -0.71 -2.89 3.51
H: 0.15 -2.87 3.09
H: -0.66 -2.24 4.20
O: 2.96 1.66 -0.49
H: 2.89 0.88 -1.03
H: 3.85 1.98 -0.66
O: -2.50 1.03 -1.38
H: -2.88 0.98 -2.25
H: -2.46 0.12 -1.07
O: -0.77 3.21 -0.70
H: -1.44 2.55 -0.87
H: -0.41 3.41 -1.57
O: -2.96 -1.68 -0.42
H: -2.64 -2.35 0.18
H: -3.89 -1.58 -0.21
O: 1.13 2.77 1.26
H: 0.42 2.60 0.64
H: 1.93 2.53 0.79
O: 3.46 -2.11 0.85
H: 3.73 -1.31 1.30
H: 3.34 -1.85 -0.06
O: -0.70 -1.91 -2.18
H: -1.31 -1.64 -1.51
H: -0.47 -1.10 -2.64

Here are the Mulliken charges for atoms 1 to 6, given in e: Kr 0.023; O -0.621; H 0.305; H 0.310; O -0.614; H 0.282

No. 5
Here is 5 unconnected molecules or ions with the total composition C28H46F4NO14SSi in a non-equilibrium geometry from the OMol25 dataset. Energies are from ωB97M-V/def2-TZVPD.

Kohn-Sham gap in eV: 9.905
Spin multiplicity: 1
Total charge: +1
Highest occupied orbital energy in eV: -13.38
Strongest force on any atom in hartree/bohr: 0.03440

Geometry (Å):
C: 0.82 1.97 -0.30
C: 0.25 0.76 0.45
C: 1.06 -0.51 0.10
C: 1.38 -1.39 1.32
C: 0.47 -1.22 -1.11
C: 1.37 -2.20 -1.87
C: 1.81 -3.49 -1.11
C: 3.32 -3.70 -0.76
C: 4.17 -2.43 -0.80
C: 3.41 -4.35 0.62
C: 0.30 -2.69 -2.90
C: -0.04 -1.62 -3.99
S: -0.80 -2.40 -5.40
O: 0.23 -2.99 -6.19
O: -1.76 -1.51 -5.98
C: -0.87 -2.81 -1.99
N: -0.82 -2.00 -0.99
Si: -2.25 -1.93 0.18
C: -1.75 -2.03 1.96
C: -3.32 -3.39 -0.25
C: -3.26 -0.38 -0.12
H: 0.15 2.84 -0.25
H: 0.98 1.75 -1.35
H: 1.76 2.29 0.14
H: -0.79 0.66 0.14
H: 0.32 0.96 1.52
H: 2.01 -0.13 -0.27
H: 2.45 -1.58 1.42
H: 1.08 -0.88 2.23
H: 0.86 -2.35 1.32
H: 0.21 -0.40 -1.80
H: 2.13 -1.68 -2.45
H: 1.54 -4.33 -1.74
H: 1.23 -3.61 -0.20
H: 3.71 -4.40 -1.50
H: 4.99 -2.54 -0.09
H: 3.62 -1.53 -0.52
H: 4.62 -2.28 -1.78
H: 4.44 -4.64 0.82
H: 2.78 -5.24 0.68
H: 3.09 -3.64 1.38
H: 0.56 -3.59 -3.45
H: -0.73 -0.86 -3.66
H: 0.89 -1.18 -4.36
H: -1.50 -3.40 -4.80
H: -1.69 -3.50 -2.17
H: -2.70 -2.05 2.50
H: -1.19 -1.17 2.31
H: -1.23 -2.95 2.22
H: -4.22 -3.35 0.36
H: -3.60 -3.34 -1.30
H: -2.81 -4.35 -0.10
H: -2.73 0.42 -0.61
H: -3.67 -0.06 0.83
H: -4.09 -0.66 -0.78
C: 1.11 7.68 0.12
C: 1.39 6.50 -0.79
O: 0.52 5.50 -0.27
C: -0.53 6.14 0.31
O: -1.55 5.61 0.62
O: -0.26 7.45 0.48
F: 2.67 6.07 -0.69
H: 1.73 7.64 1.02
H: 1.22 8.64 -0.36
H: 1.15 6.67 -1.84
C: 6.25 1.85 -3.46
C: 6.49 0.67 -4.37
O: 5.61 -0.31 -3.82
C: 4.60 0.34 -3.21
O: 3.59 -0.17 -2.86
O: 4.89 1.65 -3.06
F: 7.76 0.21 -4.30
H: 6.90 1.81 -2.58
H: 6.37 2.82 -3.94
H: 6.23 0.84 -5.41
C: -2.25 4.19 3.58
C: -1.07 3.64 4.35
O: -1.70 2.91 5.39
C: -2.92 2.52 4.95
O: -3.61 1.71 5.47
O: -3.25 3.18 3.81
F: -0.30 4.61 4.88
H: -2.59 5.14 3.99
H: -2.06 4.31 2.52
H: -0.43 2.96 3.78
C: -5.79 -0.63 4.73
C: -7.15 -0.96 4.14
O: -6.79 -1.58 2.91
C: -5.57 -2.12 3.05
O: -5.07 -2.89 2.30
O: -4.97 -1.68 4.17
F: -7.88 0.15 3.89
H: -5.42 0.33 4.39
H: -5.76 -0.66 5.82
H: -7.75 -1.65 4.73

Here are the Mulliken charges for atoms 1 to 6, given in e: C -1.600; C -0.047; C 1.298; C -1.806; C -1.169; C 1.341

Number 1: M 794.84 g/mol. Number 2: M 72.06 g/mol. Number 3: M 784.93 g/mol. Number 4: M 227.92 g/mol. Number 5: M 756.81 g/mol.